The following is a DFT calculation (ωB97M-V/def2-TZVPD) of the molecule C9H7NO2.

The geometry in XYZ format:
```
19
Properties=species:S:1:pos:R:3:forces:R:3:nbo_charge:R:1
C -3.302 -1.072 0.022 0.02 0.03 -0.16 -0.670
C -1.886 -0.601 -0.011 0.22 -0.38 0.07 0.596
N -0.894 -1.407 -0.004 -0.20 0.49 -0.03 -0.513
C 0.386 -0.836 -0.008 -0.08 0.10 -0.15 0.251
C 1.501 -1.677 -0.015 0.02 -0.20 0.12 -0.243
C 2.774 -1.135 0.015 -0.09 0.02 -0.07 -0.169
C 2.960 0.255 0.015 -0.02 -0.05 0.01 -0.229
C 1.863 1.094 -0.005 0.06 0.18 -0.05 -0.133
C 0.575 0.552 -0.019 0.15 -0.22 0.15 -0.261
C -0.592 1.428 -0.004 -0.13 0.09 -0.08 0.775
O -0.607 2.624 0.015 -0.01 -0.19 0.00 -0.542
O -1.813 0.757 -0.019 0.13 0.06 0.01 -0.489
H -3.309 -2.158 0.008 -0.03 0.04 -0.03 0.242
H -3.859 -0.675 -0.836 0.15 -0.08 0.21 0.238
H -3.785 -0.713 0.932 0.00 0.02 -0.04 0.238
H 1.330 -2.756 -0.024 0.10 0.36 0.02 0.231
H 3.633 -1.799 0.031 -0.09 0.12 -0.02 0.220
H 3.962 0.675 0.031 -0.15 -0.10 0.00 0.221
H 1.975 2.178 -0.016 -0.04 -0.30 0.03 0.238
```
Forces are in eV/Å.

Computed properties:
Relative energy (zero: lowest compared OMol25 entry of this formula, charge and spin): 0.00 kcal/mol
Highest occupied orbital energy: -9.178 eV
E: -15032.310 eV
SMILES: Cc1nc2ccccc2c(=O)o1
LUMO energy: 0.2 eV

The following is a DFT calculation (ωB97M-V/def2-TZVPD) of a structure of composition C28H26Cl6IrN2O2Se.

The geometry in XYZ format:
```
66
Properties=species:S:1:pos:R:3:forces:R:3:nbo_charge:R:1
Ir 2.011 -0.317 -0.329 0.57 0.21 -0.71 0.946
Cl 3.315 -2.024 -1.536 -0.01 -0.18 -0.15 0.179
C 4.204 -1.863 -0.015 0.01 -0.33 0.15 -0.088
C 3.443 -1.114 0.844 -0.37 0.15 0.30 -0.227
C 3.831 -1.007 2.168 0.16 0.20 -0.12 0.004
Cl 2.878 -0.108 3.281 0.07 -0.04 -0.05 0.073
C 5.039 -1.605 2.557 -0.01 -0.04 -0.07 -0.102
Cl 5.560 -1.463 4.173 0.02 0.00 0.02 0.134
C 5.819 -2.321 1.631 -0.10 0.03 0.02 -0.068
Cl 7.278 -3.047 2.120 0.04 0.00 0.00 0.143
C 5.392 -2.475 0.303 0.04 -0.05 0.06 -0.079
Cl 6.248 -3.387 -0.850 -0.01 0.01 -0.03 0.132
C -1.767 -4.359 -0.284 0.01 0.01 0.00 -0.607
C -0.749 -4.173 -1.408 -0.01 -0.01 0.00 -0.408
C -1.121 -3.119 -2.454 -0.02 0.00 0.01 -0.417
C -0.797 -1.681 -2.068 -0.06 -0.06 -0.04 -0.210
N -1.545 -1.207 -0.894 0.13 0.07 -0.07 -0.329
C -1.108 -1.050 0.363 -0.18 0.00 -0.01 0.219
Se 0.613 -1.523 1.028 0.16 -0.01 0.11 0.514
N -2.135 -0.738 1.168 -0.02 0.14 -0.06 -0.306
C -2.096 -0.371 2.598 0.06 -0.07 0.00 -0.217
C -2.453 1.094 2.825 -0.04 -0.02 0.04 -0.413
C -1.538 2.088 2.125 0.01 0.05 -0.07 -0.405
C -0.128 2.104 2.694 0.05 -0.02 0.01 -0.611
C -3.288 -0.685 0.393 -0.01 -0.09 0.05 0.103
C -4.623 -0.454 0.733 0.02 0.01 -0.02 -0.206
C -5.533 -0.495 -0.297 0.03 0.00 0.00 -0.164
C -5.141 -0.753 -1.627 0.00 0.00 0.02 -0.162
C -3.831 -1.001 -1.962 0.00 0.01 -0.02 -0.229
C -2.909 -0.972 -0.914 -0.02 0.01 0.05 0.181
H -1.514 -5.227 0.322 0.00 0.00 0.02 0.238
H -2.765 -4.525 -0.694 -0.01 -0.01 0.00 0.223
H -1.831 -3.503 0.393 -0.01 -0.02 -0.01 0.167
H -0.638 -5.128 -1.923 0.00 0.01 0.00 0.239
H 0.243 -3.947 -0.997 0.01 -0.01 0.01 0.185
H -2.180 -3.210 -2.708 0.01 0.00 -0.01 0.221
H -0.571 -3.306 -3.379 0.00 0.00 0.00 0.240
H -1.016 -0.988 -2.881 0.00 0.00 0.00 0.239
H 0.264 -1.586 -1.842 -0.04 0.01 -0.02 0.201
H -1.094 -0.588 2.968 -0.01 -0.03 -0.03 0.224
H -2.790 -1.033 3.116 0.01 0.01 -0.02 0.240
H -2.410 1.259 3.905 -0.03 -0.02 0.01 0.239
H -3.486 1.268 2.531 -0.06 0.00 -0.02 0.222
H -1.980 3.081 2.228 0.00 -0.01 -0.01 0.235
H -1.518 1.888 1.046 0.00 0.00 0.00 0.184
H -0.148 2.328 3.762 0.02 0.00 0.01 0.224
H 0.481 2.864 2.208 0.04 0.03 -0.02 0.222
H 0.387 1.149 2.566 -0.01 0.01 -0.01 0.182
H -4.935 -0.266 1.749 -0.01 0.01 0.03 0.245
H -6.579 -0.329 -0.084 -0.01 0.01 0.00 0.249
H -5.896 -0.765 -2.401 -0.01 0.00 0.00 0.248
H -3.540 -1.208 -2.982 0.01 -0.01 0.00 0.243
Cl 2.289 7.730 -2.494 0.00 -0.04 0.01 0.103
C 2.170 6.070 -2.096 0.00 0.01 -0.01 0.029
C 2.280 5.679 -0.762 0.01 -0.01 0.05 -0.226
C 2.188 4.343 -0.441 0.01 0.04 0.00 -0.116
C 1.979 3.400 -1.455 0.01 -0.21 0.01 -0.263
C 1.874 3.803 -2.792 -0.01 0.01 -0.05 -0.057
C 1.968 5.138 -3.114 -0.01 -0.02 -0.02 -0.251
C 1.878 2.001 -1.141 -0.12 0.51 0.19 0.779
O 1.648 1.068 -1.967 0.03 -0.38 0.20 -0.676
O 2.039 1.578 0.107 -0.35 0.14 0.27 -0.590
H 2.440 6.427 0.001 0.00 0.00 0.00 0.252
H 2.283 4.024 0.588 -0.01 -0.01 0.02 0.239
H 1.721 3.062 -3.565 0.00 0.01 -0.01 0.235
H 1.891 5.474 -4.138 0.00 0.00 0.00 0.254
```
Forces are in eV/Å.

Computed properties:
Relative energy (zero: lowest compared OMol25 entry of this formula, charge and spin): 2.85 kcal/mol
Highest occupied orbital energy (spin up / spin down): -14.211 / -14.192 eV
Multiplicity: 2
E: -179838.001 eV
<S²>: 0.7594
Net charge: +2
LUMO energy (spin up / spin down): -8.3 / -9.0 eV

The following is a DFT calculation (ωB97M-V/def2-TZVPD) of the ion C4H7IN2P with charge +1 in a non-equilibrium geometry.

The geometry in XYZ format:
```
15
Properties=species:S:1:pos:R:3:forces:R:3:nbo_charge:R:1
C -0.412 -1.984 0.257 1.91 -1.23 -0.60 -0.343
C 0.934 -1.668 -0.078 2.15 1.36 -1.21 -0.764
C -1.211 -1.033 0.499 -2.99 3.08 -0.10 0.499
C -2.183 0.039 0.414 -0.43 -0.97 0.56 -0.768
N 0.702 1.200 -0.630 0.40 -0.73 0.28 -0.613
N 1.071 2.464 -0.534 0.26 -0.03 0.25 -0.546
P 1.616 -0.093 -0.654 -0.70 -2.05 1.25 1.173
I 3.893 -0.090 0.171 -0.44 0.30 -0.31 0.039
H -0.744 -3.021 0.349 0.09 0.10 0.13 0.340
H 1.730 -2.420 -0.260 -1.04 0.30 0.11 0.286
H -2.065 0.792 1.239 -0.70 -0.95 -0.60 0.275
H -3.176 -0.572 0.368 1.17 0.82 0.82 0.343
H -2.308 0.535 -0.550 0.65 -0.12 -0.26 0.293
H 0.317 3.110 -0.675 -0.03 0.30 -0.07 0.397
H 1.836 2.740 0.084 -0.31 -0.19 -0.26 0.388
```
Forces are in eV/Å.

Computed properties:
Relative energy (zero: lowest compared OMol25 entry of this formula, charge and spin): 107.42 kcal/mol
Highest occupied orbital energy (spin up / spin down): -11.471 / -11.467 eV
E: -24618.673 eV
Net charge: +1
LUMO energy (spin up / spin down): -5.4 / -5.4 eV

The following is a DFT calculation (ωB97M-V/def2-TZVPD) of a structure of composition C19H19HfO3 in a non-equilibrium geometry.

The geometry in XYZ format:
```
42
Properties=species:S:1:pos:R:3:forces:R:3:nbo_charge:R:1
C 0.860 -1.764 1.126 1.56 -0.78 -1.13 -0.286
C -0.201 -2.351 0.389 1.42 -0.49 -1.44 -0.404
C 0.118 -2.275 -1.037 -0.40 -1.83 1.52 -0.350
H -0.984 -2.908 0.822 -0.97 -0.27 0.21 0.259
C 1.377 -1.652 -1.187 -0.50 -0.66 1.59 -0.338
C 1.822 -1.329 0.164 0.76 -0.80 -0.64 -0.299
H 2.845 -0.947 0.389 -1.26 -0.11 -0.13 0.254
H 1.046 -1.779 2.216 -0.51 0.27 -1.02 0.279
H -0.502 -2.798 -1.786 0.51 0.66 0.43 0.243
H 1.905 -1.662 -2.137 0.07 0.67 0.40 0.252
C -0.508 2.517 -0.286 0.27 -0.48 -0.02 -0.312
C -0.014 2.235 1.032 -0.59 0.71 0.03 -0.261
C 1.218 1.498 0.977 -0.48 1.18 -1.65 -0.329
H -0.472 2.616 1.982 0.35 -0.74 -1.15 0.259
C 1.570 1.409 -0.405 -0.61 0.97 -1.38 -0.336
C 0.414 1.897 -1.217 1.77 1.31 0.17 -0.464
H 0.341 1.941 -2.351 0.32 -0.01 1.87 0.263
H -1.424 3.115 -0.586 1.26 -1.10 0.64 0.266
H 1.779 1.117 1.828 -0.17 0.25 -0.31 0.263
H 2.572 1.153 -0.841 -1.43 -0.16 0.58 0.261
Hf -0.368 -0.084 -0.253 1.42 0.81 -0.74 2.126
O -1.171 -0.205 -2.281 -1.28 -0.11 -1.00 -0.826
C -2.018 -0.681 -3.356 3.29 3.43 -0.71 -0.099
C -0.891 -1.073 -4.258 -0.58 -0.62 2.03 0.250
H -2.443 -1.573 -3.197 -2.72 -2.83 1.41 0.189
H -2.640 0.103 -3.888 0.29 -0.90 1.18 0.189
H -0.446 -2.062 -4.186 -0.30 -0.11 0.40 0.210
H 0.775 -1.960 -5.805 -0.23 1.27 -1.24 0.234
C 0.462 -0.919 -6.135 1.84 -0.40 -0.50 -0.056
C -0.319 -0.275 -5.166 0.17 2.33 -2.26 -0.229
C -0.757 1.073 -5.401 1.12 -0.98 0.06 -0.075
H -1.269 1.562 -4.608 -0.64 0.42 0.22 0.234
C -0.364 1.723 -6.541 -1.14 0.62 0.67 -0.224
H -0.822 2.694 -6.702 0.54 0.08 -0.20 0.245
C 0.436 1.107 -7.483 0.83 -1.71 -0.95 -0.073
H 0.686 1.626 -8.418 -0.04 -0.20 0.51 0.248
C 0.888 -0.233 -7.304 -0.58 -0.92 0.20 -0.232
H 1.445 -0.817 -8.101 -0.61 1.13 1.13 0.259
O -0.618 -0.107 2.256 -2.25 0.06 0.76 -0.625
C -1.825 -0.145 1.964 -0.97 0.15 -1.18 0.657
O -2.140 -0.131 0.688 -1.43 -0.10 1.17 -0.795
H -2.814 -0.171 2.540 1.87 -0.01 0.40 0.172
```
Forces are in eV/Å.

Computed properties:
Relative energy (zero: lowest compared OMol25 entry of this formula, charge and spin): 0.00 kcal/mol
Highest occupied orbital energy: -10.941 eV
E: -27452.894 eV
Net charge: +1
LUMO energy: -5.4 eV

Copy entry 3 word for word.
The following is a DFT calculation (ωB97M-V/def2-TZVPD) of the ion C4H7IN2P with charge +1 in a non-equilibrium geometry.

The geometry in XYZ format:
```
15
Properties=species:S:1:pos:R:3:forces:R:3:nbo_charge:R:1
C -0.412 -1.984 0.257 1.91 -1.23 -0.60 -0.343
C 0.934 -1.668 -0.078 2.15 1.36 -1.21 -0.764
C -1.211 -1.033 0.499 -2.99 3.08 -0.10 0.499
C -2.183 0.039 0.414 -0.43 -0.97 0.56 -0.768
N 0.702 1.200 -0.630 0.40 -0.73 0.28 -0.613
N 1.071 2.464 -0.534 0.26 -0.03 0.25 -0.546
P 1.616 -0.093 -0.654 -0.70 -2.05 1.25 1.173
I 3.893 -0.090 0.171 -0.44 0.30 -0.31 0.039
H -0.744 -3.021 0.349 0.09 0.10 0.13 0.340
H 1.730 -2.420 -0.260 -1.04 0.30 0.11 0.286
H -2.065 0.792 1.239 -0.70 -0.95 -0.60 0.275
H -3.176 -0.572 0.368 1.17 0.82 0.82 0.343
H -2.308 0.535 -0.550 0.65 -0.12 -0.26 0.293
H 0.317 3.110 -0.675 -0.03 0.30 -0.07 0.397
H 1.836 2.740 0.084 -0.31 -0.19 -0.26 0.388
```
Forces are in eV/Å.

Computed properties:
Relative energy (zero: lowest compared OMol25 entry of this formula, charge and spin): 107.42 kcal/mol
Highest occupied orbital energy (spin up / spin down): -11.471 / -11.467 eV
E: -24618.673 eV
Net charge: +1
LUMO energy (spin up / spin down): -5.4 / -5.4 eV

- What is the E in the first record?
  -15032.310 eV

Repeat the fourth record exactly.
The following is a DFT calculation (ωB97M-V/def2-TZVPD) of a structure of composition C19H19HfO3 in a non-equilibrium geometry.

The geometry in XYZ format:
```
42
Properties=species:S:1:pos:R:3:forces:R:3:nbo_charge:R:1
C 0.860 -1.764 1.126 1.56 -0.78 -1.13 -0.286
C -0.201 -2.351 0.389 1.42 -0.49 -1.44 -0.404
C 0.118 -2.275 -1.037 -0.40 -1.83 1.52 -0.350
H -0.984 -2.908 0.822 -0.97 -0.27 0.21 0.259
C 1.377 -1.652 -1.187 -0.50 -0.66 1.59 -0.338
C 1.822 -1.329 0.164 0.76 -0.80 -0.64 -0.299
H 2.845 -0.947 0.389 -1.26 -0.11 -0.13 0.254
H 1.046 -1.779 2.216 -0.51 0.27 -1.02 0.279
H -0.502 -2.798 -1.786 0.51 0.66 0.43 0.243
H 1.905 -1.662 -2.137 0.07 0.67 0.40 0.252
C -0.508 2.517 -0.286 0.27 -0.48 -0.02 -0.312
C -0.014 2.235 1.032 -0.59 0.71 0.03 -0.261
C 1.218 1.498 0.977 -0.48 1.18 -1.65 -0.329
H -0.472 2.616 1.982 0.35 -0.74 -1.15 0.259
C 1.570 1.409 -0.405 -0.61 0.97 -1.38 -0.336
C 0.414 1.897 -1.217 1.77 1.31 0.17 -0.464
H 0.341 1.941 -2.351 0.32 -0.01 1.87 0.263
H -1.424 3.115 -0.586 1.26 -1.10 0.64 0.266
H 1.779 1.117 1.828 -0.17 0.25 -0.31 0.263
H 2.572 1.153 -0.841 -1.43 -0.16 0.58 0.261
Hf -0.368 -0.084 -0.253 1.42 0.81 -0.74 2.126
O -1.171 -0.205 -2.281 -1.28 -0.11 -1.00 -0.826
C -2.018 -0.681 -3.356 3.29 3.43 -0.71 -0.099
C -0.891 -1.073 -4.258 -0.58 -0.62 2.03 0.250
H -2.443 -1.573 -3.197 -2.72 -2.83 1.41 0.189
H -2.640 0.103 -3.888 0.29 -0.90 1.18 0.189
H -0.446 -2.062 -4.186 -0.30 -0.11 0.40 0.210
H 0.775 -1.960 -5.805 -0.23 1.27 -1.24 0.234
C 0.462 -0.919 -6.135 1.84 -0.40 -0.50 -0.056
C -0.319 -0.275 -5.166 0.17 2.33 -2.26 -0.229
C -0.757 1.073 -5.401 1.12 -0.98 0.06 -0.075
H -1.269 1.562 -4.608 -0.64 0.42 0.22 0.234
C -0.364 1.723 -6.541 -1.14 0.62 0.67 -0.224
H -0.822 2.694 -6.702 0.54 0.08 -0.20 0.245
C 0.436 1.107 -7.483 0.83 -1.71 -0.95 -0.073
H 0.686 1.626 -8.418 -0.04 -0.20 0.51 0.248
C 0.888 -0.233 -7.304 -0.58 -0.92 0.20 -0.232
H 1.445 -0.817 -8.101 -0.61 1.13 1.13 0.259
O -0.618 -0.107 2.256 -2.25 0.06 0.76 -0.625
C -1.825 -0.145 1.964 -0.97 0.15 -1.18 0.657
O -2.140 -0.131 0.688 -1.43 -0.10 1.17 -0.795
H -2.814 -0.171 2.540 1.87 -0.01 0.40 0.172
```
Forces are in eV/Å.

Computed properties:
Relative energy (zero: lowest compared OMol25 entry of this formula, charge and spin): 0.00 kcal/mol
Highest occupied orbital energy: -10.941 eV
E: -27452.894 eV
Net charge: +1
LUMO energy: -5.4 eV